Molecular formula: C3H23NO11
Method: DFT, wB97M-V/def2-TZVPD

## Properties
- orbital gap (eV) = 11.09
- ΔE to the lowest compared entry with this formula, charge and spin (eV) = 0.1448
- E (eV) = -27498.3949
- SMILES string = CC(=O)NC=O.O.O.O.O.O.O.O.O.O
- total charge = 0
- E_LUMO (eV) = 0.247
- 2S+1 = 1

Last column: Mulliken charge in e.
Element x y z (Å)
O  0.52769  -1.30490  0.65088  -0.551
C  0.26916  -1.21001  -0.55159  0.998
N  1.19878  -0.61996  -1.36578  0.026
C  1.01308  -0.31722  -2.70963  -0.037
O  1.91042  0.13406  -3.36986  -0.527
C  -1.04557  -1.64354  -1.13015  -1.710
H  2.11218  -0.52763  -0.93003  0.263
H  0.01552  -0.54831  -3.09989  0.406
H  -1.63431  -0.80544  -1.50279  0.472
H  -0.76770  -2.38255  -1.87876  0.469
H  -1.61725  -2.10298  -0.33016  0.346
H  -4.49460  2.04211  0.95573  0.308
H  -3.26805  3.00584  1.19624  0.333
O  -4.00770  2.78422  0.60834  -0.674
H  -2.68869  2.00616  -0.74022  0.352
H  -3.59286  2.03416  -1.96522  0.301
O  -2.66437  2.05489  -1.72039  -0.634
H  -1.52547  1.58052  2.83675  0.342
H  -0.78917  2.31210  1.73812  0.310
O  -1.62775  2.30799  2.21238  -0.614
H  1.20634  -4.78826  -0.15292  0.302
H  -0.35307  -5.02228  -0.20752  0.295
O  0.39195  -4.60172  -0.62857  -0.607
H  1.56222  2.43500  0.30808  0.373
H  1.87233  1.03797  0.85216  0.286
O  1.25262  1.78832  0.97551  -0.576
H  1.94060  3.61371  -1.74091  0.319
H  1.57273  4.51220  -0.49556  0.319
O  2.01163  3.69927  -0.78956  -0.683
H  3.99432  -0.67629  1.30452  0.289
H  2.42028  -0.89649  1.28432  0.286
O  3.16909  -0.44611  0.86518  -0.724
H  0.13663  0.47108  2.70306  0.301
H  -0.07766  -0.96900  2.41359  0.372
O  -0.37071  -0.28144  3.04640  -0.754
H  -0.40547  -2.71834  1.36530  0.377
H  -1.27203  -3.01416  2.63862  0.303
O  -0.92440  -3.40209  1.82244  -0.656